1.
{"formula": "C24H24N4O3S", "method": "ωB97M-V/def2-TZVPD", "symbols": ["C", "O", "C", "C", "C", "C", "C", "C", "C", "C", "C", "C", "C", "O", "N", "C", "N", "C", "S", "C", "C", "C", "C", "C", "C", "C", "N", "N", "C", "C", "O", "C", "H", "H", "H", "H", "H", "H", "H", "H", "H", "H", "H", "H", "H", "H", "H", "H", "H", "H", "H", "H", "H", "H", "H", "H"], "positions_angstrom": [[1.82, 6.41, -1.54], [0.79, 5.47, -1.74], [0.97, 4.19, -1.27], [2.13, 3.77, -0.63], [2.28, 2.48, -0.18], [1.27, 1.56, -0.36], [1.42, 0.12, 0.09], [1.44, -0.80, -1.12], [0.36, -1.52, -1.49], [0.33, -2.34, -2.74], [1.31, -1.78, -3.76], [2.69, -1.68, -3.12], [2.69, -0.83, -1.87], [3.68, -0.23, -1.50], [-0.78, -1.54, -0.72], [-0.74, -1.00, 0.53], [-1.63, -1.12, 1.50], [-1.04, -0.42, 2.51], [-1.77, -0.24, 4.07], [-3.07, -1.54, 3.92], [-2.47, -2.90, 3.76], [-2.73, -3.66, 2.63], [-2.15, -4.90, 2.48], [-1.30, -5.40, 3.45], [-1.04, -4.65, 4.58], [-1.62, -3.40, 4.74], [0.13, 0.10, 2.21], [0.31, -0.27, 0.93], [0.10, 1.96, -0.99], [-0.08, 3.27, -1.44], [-1.28, 3.48, -2.04], [-1.75, 4.79, -2.30], [2.02, 6.57, -0.48], [1.45, 7.34, -1.98], [2.74, 6.12, -2.05], [2.94, 4.47, -0.49], [3.20, 2.18, 0.30], [2.35, 0.02, 0.66], [-0.69, -2.35, -3.15], [0.60, -3.38, -2.50], [1.34, -2.41, -4.64], [0.98, -0.78, -4.06], [3.42, -1.27, -3.82], [3.04, -2.68, -2.84], [-1.56, -2.14, -0.95], [-3.70, -1.27, 3.07], [-3.64, -1.45, 4.84], [-3.38, -3.27, 1.87], [-2.36, -5.49, 1.59], [-0.84, -6.37, 3.33], [-0.37, -5.03, 5.35], [-1.40, -2.80, 5.61], [-0.72, 1.28, -1.14], [-1.17, 5.28, -3.08], [-2.78, 4.66, -2.63], [-1.73, 5.40, -1.39]], "e_tot_ha": -1771.88646, "smiles": "COc1ccc([C@@H]2C3=C(CCCC3=O)Nc3nc(SCc4ccccc4)nn32)cc1OC"}

---

2.
{"formula": "C3H5NO3", "method": "ωB97M-V/def2-TZVPD", "symbols": ["O", "C", "N", "C", "C", "O", "O", "H", "H", "H", "H", "H"], "positions_angstrom": [[3.00, 0.14, -0.59], [1.88, -0.29, -0.67], [0.97, -0.20, 0.33], [-0.30, -0.86, 0.35], [-1.52, 0.04, 0.21], [-2.65, -0.33, 0.24], [-1.20, 1.33, 0.00], [1.50, -0.79, -1.58], [1.37, 0.25, 1.14], [-0.42, -1.47, 1.24], [-0.35, -1.52, -0.52], [-2.02, 1.72, -0.35]], "e_tot_ha": -397.81310, "smiles": "O=CNCC(=O)O"}

---

In order of appearance, HOMO-LUMO gap = 8.4478, 10.6103 eV.
In order of appearance, molecular weight = 448.5, 103.1 g/mol.
In order of appearance, energy relative to the best compared isomer or geometry (same formula, charge and spin) = 21.73, 14.80 kcal per mole.